13
Properties=species:S:1:pos:R:3:forces:R:3 method="wB97M-V/def2-TZVPD" smiles="NN1N=CC=CP1" e_above_lowest_ev=3.9388 homo_energy_ev=-8.664 homo_lumo_gap_ha=0.3151 energy_ha=-623.39417 fmax_ev_per_a=5.38
C 1.835 -0.069 0.302 -3.14 -2.42 -0.34
C 1.212 -1.311 0.307 -0.35 2.50 -0.96
C 0.996 1.071 -0.097 3.80 2.58 -1.78
N -0.231 1.162 -0.345 -1.78 -2.18 1.52
N -0.977 -0.026 0.194 -2.10 4.88 -0.85
N -2.378 0.401 0.323 -0.17 0.97 0.24
P -0.557 -1.567 -0.240 -0.04 -1.04 1.91
H 2.876 0.066 0.455 0.61 0.17 0.66
H 1.553 -2.210 0.741 1.30 -0.74 0.12
H 1.579 2.063 -0.401 -1.11 -2.11 0.68
H -2.847 0.750 -0.567 1.45 -0.89 0.94
H -2.446 1.274 0.952 0.77 -2.03 -1.08
H -0.616 -1.606 -1.624 0.76 0.32 -1.07